Entry 1:
DFT (ωB97M-V with the def2-TZVPD basis set) results for C16H15Br3FeN5O3 as an isolated structure.

Computed properties:
Expectation value of S² = 0.84
ΔE to the lowest compared entry with this formula, charge and spin = 8.50 kcal/mol
E_HOMO (spin up / spin down) = -7.7 / -7.7 eV
Spin multiplicity = 2
Total charge = 0
HOMO-LUMO gap (spin up / spin down) = 6.28 / 6.30 eV

Last column: Mulliken spin population.
Atoms and positions in Å:
Fe -0.06190 0.16722 -0.33832  1.086
N 0.42064 -1.31402 -1.82390  -0.026
C 0.88787 -0.62569 -3.02815  0.006
C 1.37693 0.75104 -2.66406  -0.004
O 1.63590 1.58898 -3.51604  0.003
N 1.47090 0.92925 -1.31785  -0.028
C 1.91609 2.20741 -0.82085  0.007
C 0.70928 2.86722 -0.14080  0.001
O 0.56762 4.06830 -0.09429  -0.002
O -0.09883 1.97542 0.36299  0.001
H -0.27095 -2.01835 -2.05554  0.002
H 1.21812 -1.83353 -1.40689  0.000
H 1.70098 -1.17148 -3.51216  -0.001
H 0.08581 -0.50969 -3.75743  0.000
H 2.63958 2.07367 -0.00855  0.001
H 2.33056 2.85301 -1.58813  -0.002
Br -4.87394 -1.23821 4.00495  0.000
C -3.56248 -1.05808 2.67803  0.003
C -3.92417 -0.70718 1.38635  -0.002
C -2.91805 -0.56054 0.45321  0.011
N -1.63008 -0.77293 0.74029  -0.013
C -1.29311 -1.13143 1.98535  0.005
C -2.23169 -1.26674 2.99425  -0.002
C 0.15516 -1.31260 2.19940  -0.005
C 0.68097 -2.10845 3.18793  -0.002
C 2.06916 -2.16597 3.30584  0.000
Br 2.83364 -3.24845 4.63326  0.000
C 2.86565 -1.45685 2.44039  -0.001
C 2.24346 -0.71378 1.44371  0.002
N 0.92427 -0.62974 1.33525  -0.029
H -4.95602 -0.54124 1.11668  0.000
H -3.13736 -0.27034 -0.56362  0.000
H -1.92753 -1.50194 4.00309  0.000
H 0.04343 -2.68515 3.84136  0.000
H 3.94185 -1.51208 2.48056  0.000
H 2.82256 -0.17135 0.71073  -0.001
Br 2.73574 -3.07670 -0.40742  0.000
C -1.18092 3.09263 -3.32866  0.000
C -1.35190 1.91300 -2.49936  -0.003
N -1.47454 0.97558 -1.84748  -0.006
H -1.28165 3.98125 -2.70676  0.000
H -1.92465 3.09837 -4.12328  0.000
H -0.17640 3.06014 -3.75404  0.000

Entry 2:
DFT (ωB97M-V with the def2-TZVPD basis set) results for a 11-piece molecular cluster, C46H52Cl6N8 overall.

Computed properties:
ΔE to the lowest compared entry with this formula, charge and spin = 0.00 kcal/mol
E_HOMO = -9.4 eV
Spin multiplicity = 1
Total charge = 0
HOMO-LUMO gap = 9.65 eV

Last column: Löwdin charge in e.
Atoms and positions in Å:
C -2.12735 5.36581 -3.66769  -0.072
C -3.30344 4.89586 -3.12075  -0.069
C -3.26673 3.74074 -2.35159  -0.163
N -2.15132 3.05233 -2.12689  0.066
C -1.00662 3.48887 -2.68940  -0.134
C -0.97022 4.63690 -3.47058  -0.072
H -2.15792 6.24737 -4.29470  0.112
H -4.22636 5.45757 -3.18566  0.109
H -4.16732 3.40766 -1.84818  0.083
H -0.18092 2.83543 -2.44304  0.084
H -0.04358 4.90729 -3.96220  0.102
C -2.51925 -4.22858 -1.99265  -0.108
C -1.93498 -5.47926 -1.92410  -0.080
C -2.51181 -6.45829 -1.12768  -0.145
N -3.59901 -6.22439 -0.37102  0.057
C -4.15400 -5.01814 -0.44528  -0.155
C -3.64451 -3.99368 -1.23068  -0.093
H -2.04687 -3.45685 -2.58347  0.053
H -1.00872 -5.75722 -2.41401  0.098
H -2.07630 -7.44042 -1.00966  0.099
H -5.05676 -4.87610 0.13525  0.102
H -4.19102 -3.06214 -1.32801  0.090
C 0.15151 -1.82548 -4.02186  -0.119
C 0.60921 -1.06104 -5.07777  -0.061
C 1.97920 -0.89182 -5.21399  -0.146
N 2.86295 -1.53433 -4.44569  0.053
C 2.39445 -2.33856 -3.47647  -0.153
C 1.03384 -2.48758 -3.19927  -0.081
H -0.91547 -1.95612 -3.89385  0.081
H -0.06583 -0.58409 -5.77551  0.105
H 2.44162 -0.23497 -5.94016  0.104
H 3.15715 -2.87530 -2.92971  0.100
H 0.67123 -3.11113 -2.39208  0.101
C 1.87111 -2.66466 1.34086  -0.065
C 1.98129 -3.05569 2.67360  -0.076
C 3.15660 -3.65339 3.06271  -0.163
N 4.18665 -3.90805 2.25698  0.060
C 4.08737 -3.50684 0.98946  -0.145
C 2.94870 -2.85879 0.49461  -0.075
H 0.99457 -2.13560 0.98775  0.070
H 1.14783 -2.87346 3.33360  0.078
H 3.23250 -4.04248 4.07464  0.110
H 4.96515 -3.66950 0.37816  0.101
H 2.89282 -2.52079 -0.53161  0.073
C -0.06775 0.50512 4.96710  -0.084
C -0.54074 0.11180 6.22200  -0.070
C 0.19314 -0.81469 6.93056  -0.163
N 1.25530 -1.47809 6.44858  0.065
C 1.68452 -1.08205 5.25343  -0.180
C 1.08855 -0.08156 4.49731  -0.104
H -0.58722 1.29199 4.43463  0.093
H -1.41430 0.53114 6.70108  0.102
H -0.11457 -1.10868 7.92857  0.101
H 2.59895 -1.52874 4.88418  0.091
H 1.51058 0.11990 3.52178  0.065
C 4.53699 4.18268 -1.53113  -0.062
C 4.07918 3.11533 -0.75478  -0.055
C 2.72844 3.05247 -0.43061  -0.152
N 1.84114 3.92158 -0.89477  0.063
C 2.27204 4.95733 -1.60825  -0.146
C 3.60867 5.08446 -2.00110  -0.068
H 5.57988 4.28069 -1.80071  0.107
H 4.83896 2.42572 -0.41042  0.087
H 2.39147 2.19650 0.14365  0.075
H 1.51892 5.60166 -2.04624  0.091
H 3.85263 5.92556 -2.63829  0.101
C -1.90168 -2.86283 3.93448  -0.064
C -1.87668 -2.37310 2.64419  -0.087
C -3.03253 -2.38231 1.88689  -0.169
N -4.21652 -2.80557 2.33672  0.068
C -4.22497 -3.26840 3.59673  -0.150
C -3.12031 -3.31658 4.42734  -0.065
H -0.97519 -2.86811 4.49622  0.095
H -0.99061 -2.02097 2.13469  0.038
H -3.02628 -1.95490 0.89372  0.044
H -5.19604 -3.60149 3.94417  0.101
H -3.19925 -3.72773 5.42410  0.102
C 6.03058 -0.35136 -1.13477  -0.071
C 5.69520 -0.17580 0.19488  -0.071
C 4.39848 0.19761 0.54045  -0.155
N 3.44846 0.32135 -0.39261  0.031
C 3.75691 0.09784 -1.66678  -0.169
C 5.05319 -0.19782 -2.10147  -0.052
H 7.03899 -0.68601 -1.34311  0.108
H 6.39456 -0.42033 0.98466  0.108
H 4.10462 0.33517 1.57132  0.115
H 3.00332 0.30178 -2.41603  0.100
H 5.26883 -0.30215 -3.15521  0.101
Cl 0.02450 4.71339 2.21221  0.556
C -1.37388 4.59453 1.13722  -0.695
C -1.32619 5.60744 0.00592  -0.669
Cl -1.63235 7.24309 0.62704  0.562
H -2.28232 4.79753 1.70106  0.053
H -1.35592 3.57955 0.74832  0.011
H -2.05446 5.31938 -0.74746  0.041
H -0.34386 5.60499 -0.46262  0.037
Cl -6.49495 -0.54825 -0.97545  0.556
C -5.87843 1.02450 -0.39165  -0.660
C -4.61695 0.77356 0.39312  -0.662
Cl -4.02048 2.32730 1.04345  0.602
H -6.64456 1.51742 0.20129  0.071
H -5.72447 1.61514 -1.29172  0.051
H -3.82821 0.34287 -0.21651  0.018
H -4.79569 0.06044 1.19689  0.063
Cl -0.34169 0.51673 1.51536  0.660
C -0.27460 1.12250 -0.15751  -0.641
C -0.15370 0.03306 -1.21367  -0.596
Cl -1.59984 -1.02546 -1.21965  0.656
H 0.55849 1.81716 -0.25147  0.028
H -1.18775 1.67479 -0.38420  0.019
H 0.75502 -0.55740 -1.10823  0.047
H -0.13502 0.44626 -2.22131  0.059

Entry 3:
DFT (ωB97M-V with the def2-TZVPD basis set) results for a 3-piece molecular cluster, C3H12NO4 overall.

Computed properties:
ΔE to the lowest compared entry with this formula, charge and spin = 54.30 kcal/mol
E_HOMO = -15.0 eV
Spin multiplicity = 1
Total charge = +1
HOMO-LUMO gap = 11.85 eV

Last column: natural (NBO) charge in e.
Atoms and positions in Å:
O -0.77445 2.08845 0.40967  -0.678
C -1.25662 1.45121 -0.62320  0.755
C 0.04793 0.90065 -1.30835  -0.329
N 0.60532 -0.28534 -0.52794  -0.561
C 1.61163 -1.26738 -1.16311  -0.435
O -2.37685 1.42756 -1.10242  -0.510
H -1.31866 2.78284 0.77538  0.527
H 0.75657 1.75187 -1.41583  0.251
H -0.01877 0.53619 -2.34008  0.238
H 0.99496 0.14304 0.40882  0.493
H -0.23325 -0.87948 -0.23110  0.456
H 1.28879 -1.43791 -2.25599  0.239
H 1.73654 -2.16465 -0.45703  0.261
H 2.60362 -0.91151 -1.33260  0.237
H -2.63150 -1.38121 1.87173  0.507
H -2.17528 -0.22993 0.97940  0.474
O -1.86044 -1.00706 1.41073  -0.974
H 1.77951 -0.33314 2.56953  0.516
H 0.25152 -0.67184 2.37390  0.487
O 0.96943 -0.51235 1.95849  -0.953

Entry 4:
DFT (ωB97M-V with the def2-TZVPD basis set) results for C39H53BN8O3SSc as an isolated structure.

Computed properties:
ΔE to the lowest compared entry with this formula, charge and spin = 65.16 kcal/mol
E_HOMO = -10.6 eV
Spin multiplicity = 1
Total charge = +1
HOMO-LUMO gap = 7.12 eV

Last column: Löwdin charge in e.
Atoms and positions in Å:
Sc 12.63324 12.37125 11.35056  0.943
C 9.37738 14.67907 10.63519  -0.025
C 9.18112 13.53287 11.55721  -0.330
C 7.94157 12.98401 12.00116  0.008
C 8.23318 11.76680 12.63612  -0.263
C 7.15021 10.76214 12.90948  -0.008
N 9.58043 11.57772 12.62963  0.035
N 10.20614 12.75548 12.01153  0.065
B 10.52080 10.54570 13.31358  -0.422
N 11.15584 9.49335 12.20617  0.036
N 12.51014 9.76547 11.68880  0.057
C 13.07849 8.55931 11.55082  -0.371
C 14.49349 8.49382 11.13038  -0.036
C 12.17692 7.50885 11.81299  0.025
C 10.96979 8.14578 12.21341  -0.317
C 9.65833 7.50211 12.30073  -0.043
N 11.71115 11.22319 14.15169  0.062
N 12.73833 12.02209 13.51555  -0.003
C 13.54085 12.40950 14.49619  -0.329
C 14.85712 13.13366 14.29627  -0.023
C 13.10889 11.90444 15.74177  0.024
C 11.94462 11.19555 15.47795  -0.266
C 11.08217 10.49453 16.49937  -0.012
H 10.30162 15.22032 10.95320  0.063
H 8.56465 15.42328 10.67674  0.091
H 9.54574 14.33578 9.58098  0.100
H 6.95098 13.38042 11.71527  0.122
H 6.29226 11.04042 12.28943  0.089
H 6.83560 10.78949 13.94287  0.086
H 7.43149 9.77174 12.68333  0.044
H 9.77533 9.81774 14.02927  0.125
H 14.67020 7.54208 10.57826  0.090
H 15.15542 8.32284 11.99700  0.093
H 14.76860 9.35796 10.50122  0.064
H 12.43664 6.45346 11.73054  0.114
H 9.68807 6.46538 11.81998  0.108
H 8.88123 8.14365 11.78558  0.084
H 9.31388 7.31613 13.35030  0.094
H 15.59635 12.50735 13.75683  0.069
H 15.30179 13.47916 15.30304  0.115
H 14.61985 13.99980 13.62761  0.069
H 13.55770 12.11637 16.66995  0.102
H 9.97571 10.50789 16.24462  0.093
H 11.20525 11.11359 17.38216  0.077
H 11.39965 9.44794 16.67504  0.099
C 18.20035 13.00066 9.04371  -0.092
C 18.12766 13.68654 10.39160  -0.230
N 16.98202 14.63404 10.51573  -0.084
C 17.32369 16.04956 10.87557  -0.196
C 17.28048 17.07703 9.73050  -0.071
C 15.68551 14.20504 10.69847  -0.677
S 15.28318 12.52534 10.69645  0.698
N 14.86064 15.23106 10.91323  0.104
C 13.59544 15.26972 11.31206  -0.349
O 12.71083 14.30383 11.20963  -0.155
C 13.14302 16.51247 11.92376  -0.151
C 13.83005 17.71715 11.66277  -0.003
C 13.25482 18.92202 12.06837  -0.061
C 12.10230 18.95070 12.88707  -0.053
C 11.47063 17.72822 13.24111  -0.041
C 12.01779 16.53864 12.72471  -0.029
H 19.24494 12.72526 8.89556  0.077
H 17.83134 13.58209 8.19585  0.083
H 17.67040 12.05388 9.15880  0.043
H 18.99962 14.26240 10.68581  0.109
H 18.03818 12.90757 11.15141  0.102
H 18.32204 15.99680 11.30993  0.111
H 16.63750 16.40236 11.63760  0.095
H 18.03459 16.83620 8.99367  0.066
H 17.47751 18.05748 10.19812  0.083
H 16.27094 17.15600 9.27722  0.072
H 14.74694 17.69646 11.08709  0.091
H 13.72822 19.88094 11.82367  0.110
H 11.67674 19.87010 13.28175  0.105
H 10.56667 17.70358 13.88347  0.118
H 11.46509 15.63369 12.88604  0.101
C 10.80410 19.80346 5.92863  -0.165
C 12.13714 19.10241 5.97632  -0.158
C 11.96688 18.04841 7.10175  -0.216
O 10.71355 18.22738 7.73098  -0.166
C 10.14094 19.48735 7.27180  -0.172
H 10.12734 19.35771 5.19472  0.114
H 10.86414 20.86300 5.72658  0.109
H 12.91529 19.80207 6.24412  0.101
H 12.51577 18.66161 5.06338  0.105
H 12.74472 18.17660 7.88260  0.109
H 12.02501 17.00483 6.79864  0.105
H 10.37394 20.23268 8.03961  0.114
H 9.08004 19.23817 7.32485  0.119
C 13.02953 11.85889 7.32256  0.011
C 12.01549 11.43902 8.30447  -0.279
O 11.96602 11.89161 9.49232  -0.103
C 10.95011 10.53568 7.86505  -0.144
C 9.86045 10.28730 8.69785  0.014
C 8.85570 9.40807 8.29754  -0.048
C 8.84949 8.87527 7.02298  -0.056
C 9.91751 9.14809 6.19332  -0.062
C 10.96475 9.98304 6.56410  0.005
H 13.89846 12.37440 7.84202  0.097
H 12.64196 12.57312 6.56190  0.128
H 13.45289 11.00826 6.77496  0.100
H 9.81186 10.80654 9.63274  0.105
H 8.10274 9.18631 9.06495  0.116
H 8.04839 8.20559 6.68299  0.125
H 9.84997 8.71901 5.18863  0.119
H 11.71242 10.20910 5.86086  0.096